1.
Molecular formula: C26H56Br6N3O19P
Method: DFT, ωB97M-V with the def2-TZVPD basis set

Frontier orbital gap = 7.61 eV

Positions of all 111 atoms, in Å:
1 C 28.856 11.044 10.042
2 Br 29.703 9.709 11.260
3 Br 28.771 12.760 11.043
4 Br 27.082 10.513 9.340
5 H 29.537 11.116 9.194
6 C 14.717 3.149 8.503
7 Br 16.265 3.482 9.787
8 Br 13.215 2.304 9.444
9 Br 15.127 1.916 6.928
10 H 14.203 4.073 8.242
11 O 9.282 6.520 14.331
12 P 9.518 6.048 15.704
13 N 11.124 5.693 16.207
14 C 12.070 5.078 15.247
15 C 11.642 5.547 17.520
16 N 8.604 4.577 15.968
17 C 9.207 3.250 16.247
18 C 7.155 4.554 15.681
19 N 8.840 7.035 16.899
20 C 8.339 6.450 18.203
21 C 8.772 8.446 16.645
22 H 11.478 4.714 14.407
23 H 12.533 4.118 15.474
24 H 12.907 5.644 14.838
25 H 12.677 5.215 17.444
26 H 10.919 4.916 18.038
27 H 11.817 6.573 17.843
28 H 9.984 3.072 15.504
29 H 9.641 3.261 17.247
30 H 8.392 2.526 16.253
31 H 6.729 5.456 15.239
32 H 6.919 3.593 15.223
33 H 6.791 4.546 16.708
34 H 8.479 5.370 18.160
35 H 8.826 6.889 19.074
36 H 7.279 6.669 18.334
37 H 8.405 8.723 15.657
38 H 9.694 8.984 16.867
39 H 7.904 8.743 17.232
40 C 19.547 8.549 13.166
41 O 20.858 8.723 13.620
42 C 21.373 9.989 13.679
43 O 20.699 11.040 13.614
44 O 22.748 9.849 13.828
45 C 23.517 11.064 13.736
46 H 19.417 7.473 13.045
47 H 19.304 9.063 12.236
48 H 18.869 8.972 13.908
49 H 24.115 11.165 14.641
50 H 22.923 11.976 13.680
51 H 24.133 11.053 12.836
52 C 23.122 5.651 9.072
53 O 21.969 5.184 8.486
54 C 21.940 4.559 7.270
55 O 22.899 4.187 6.608
56 O 20.651 4.536 6.781
57 C 20.479 3.957 5.516
58 H 23.350 5.172 10.024
59 H 22.913 6.692 9.316
60 H 23.973 5.619 8.392
61 H 20.965 2.987 5.613
62 H 21.073 4.450 4.747
63 H 19.479 3.696 5.168
64 C 20.889 5.892 18.128
65 O 20.472 5.380 19.365
66 C 19.144 5.387 19.684
67 O 18.187 5.892 19.044
68 O 18.989 4.630 20.756
69 C 17.713 4.349 21.332
70 H 21.948 5.650 18.041
71 H 20.626 6.947 18.055
72 H 20.472 5.280 17.328
73 H 17.025 4.149 20.510
74 H 17.341 5.151 21.969
75 H 17.701 3.466 21.970
76 C 27.710 5.375 20.669
77 O 27.650 5.973 19.366
78 C 27.135 5.414 18.332
79 O 26.769 4.255 18.344
80 O 27.328 6.232 17.273
81 C 27.177 5.814 15.924
82 H 28.583 5.814 21.152
83 H 27.861 4.317 20.458
84 H 26.829 5.324 21.309
85 H 26.797 6.644 15.329
86 H 26.419 5.036 15.833
87 H 28.014 5.314 15.436
88 C 11.982 11.331 6.802
89 O 12.464 10.604 7.884
90 C 13.121 9.422 7.746
91 O 13.155 8.788 6.624
92 O 13.656 9.065 8.943
93 C 13.740 9.871 10.109
94 H 12.901 11.417 6.222
95 H 11.628 12.292 7.176
96 H 11.194 10.799 6.268
97 H 12.789 10.403 10.110
98 H 14.558 10.572 9.941
99 H 13.751 9.289 11.030
100 C 23.937 14.715 24.061
101 O 23.974 15.002 22.706
102 C 25.076 15.567 22.099
103 O 26.015 16.226 22.657
104 O 24.984 15.214 20.835
105 C 25.848 15.756 19.882
106 H 24.900 14.679 24.570
107 H 23.294 13.854 24.241
108 H 23.354 15.532 24.486
109 H 25.642 16.803 19.662
110 H 25.775 15.009 19.092
111 H 26.902 15.778 20.159

---

2.
Molecular formula: C26H57BClNNbO12S
Method: DFT, ωB97M-V with the def2-TZVPD basis set

Frontier orbital gap = 5.02 eV
Total charge = -1

Positions of all 100 atoms, in Å:
1 C 5.030 1.071 4.222
2 C 3.860 1.019 3.547
3 C 3.827 0.442 2.181
4 O 4.731 -0.284 1.834
5 O 2.786 0.629 1.366
6 C 1.852 1.684 1.673
7 C 1.157 2.098 0.380
8 C -0.179 1.378 0.175
9 C -1.368 2.178 0.705
10 C -2.678 1.391 0.605
11 C -3.799 1.858 1.551
12 Nb -5.224 0.217 2.303
13 S -5.532 1.188 4.529
14 Cl -4.951 -0.688 0.054
15 C -3.666 -1.266 3.040
16 N -2.603 -0.584 3.811
17 C -7.204 1.116 1.619
18 C -8.497 0.902 2.432
19 C -9.446 2.073 2.469
20 O -10.193 2.345 3.384
21 O -9.435 2.828 1.338
22 B -6.664 -1.639 2.657
23 O -7.418 -1.634 3.845
24 O -6.902 -2.732 1.822
25 C -5.852 -3.669 1.687
26 H 5.145 0.604 5.197
27 H 5.903 1.601 3.852
28 H 2.965 1.445 3.994
29 H 2.379 2.535 2.110
30 H 1.103 1.288 2.363
31 H 1.853 1.909 -0.440
32 H 1.001 3.180 0.421
33 H -0.326 1.220 -0.898
34 H -0.144 0.385 0.632
35 H -1.429 3.116 0.143
36 H -1.178 2.427 1.757
37 H -2.414 0.343 0.781
38 H -3.039 1.433 -0.424
39 H -4.423 2.574 1.000
40 H -3.371 2.375 2.419
41 H -4.446 1.969 4.573
42 H -3.228 -1.696 2.133
43 H -4.067 -2.111 3.606
44 H -2.879 0.336 4.125
45 H -2.346 -1.125 4.624
46 H -6.990 2.186 1.556
47 H -7.380 0.699 0.629
48 H -8.312 0.642 3.471
49 H -9.070 0.109 1.937
50 H -10.127 3.492 1.469
51 H -8.359 -1.548 3.651
52 H -5.016 -3.254 1.118
53 H -6.245 -4.535 1.152
54 H -5.485 -4.015 2.658
55 C 5.403 1.808 -0.239
56 O 6.516 2.452 -0.833
57 C 7.566 2.712 0.072
58 C 8.920 2.552 -0.581
59 O 9.297 1.213 -0.849
60 C 8.639 0.517 -1.893
61 C 8.981 0.991 -3.287
62 O 8.357 2.225 -3.593
63 C 9.141 3.074 -4.393
64 H 4.830 2.523 0.368
65 H 4.765 1.445 -1.044
66 H 5.692 0.961 0.381
67 H 7.504 2.048 0.943
68 H 7.483 3.751 0.426
69 H 9.664 2.909 0.136
70 H 8.996 3.179 -1.473
71 H 7.557 0.499 -1.745
72 H 8.999 -0.511 -1.811
73 H 8.631 0.233 -4.002
74 H 10.070 1.079 -3.381
75 H 10.146 3.204 -3.972
76 H 8.647 4.044 -4.419
77 H 9.233 2.697 -5.419
78 C -4.160 -3.206 -3.278
79 O -2.899 -3.634 -2.816
80 C -2.441 -4.856 -3.339
81 C -0.939 -4.827 -3.523
82 O -0.480 -4.021 -4.595
83 C -0.568 -2.610 -4.478
84 C 0.368 -1.978 -3.472
85 O -0.069 -2.197 -2.147
86 C 0.973 -2.366 -1.215
87 H -4.974 -3.776 -2.818
88 H -4.259 -2.162 -2.986
89 H -4.234 -3.281 -4.371
90 H -2.927 -5.087 -4.296
91 H -2.679 -5.665 -2.631
92 H -0.625 -5.840 -3.786
93 H -0.448 -4.562 -2.583
94 H -1.595 -2.287 -4.292
95 H -0.277 -2.236 -5.463
96 H 0.386 -0.895 -3.663
97 H 1.382 -2.372 -3.616
98 H 1.687 -3.129 -1.550
99 H 0.520 -2.694 -0.282
100 H 1.512 -1.428 -1.033

---

3.
Molecular formula: C26H57ClF3IO17P4S3
Method: DFT, ωB97M-V with the def2-TZVPD basis set

Structure (SMILES) = CCSC[C@]1(C(F)(F)F)[C@H](I)[C@@H](Cl)OS(=O)(=O)[C@H]1P(O)(O)=S.CCOP(=O)(OCC)OCC.CCOP(=O)(OCC)OCC.CCOP(=O)(OCC)OCC
Frontier orbital gap = 7.99 eV

Positions of all 112 atoms, in Å:
1 C -7.980 -2.697 4.105
2 C -8.835 -4.032 3.771
3 S -7.613 -5.424 3.581
4 C -7.462 -5.914 1.802
5 C -6.020 -6.543 1.412
6 C -5.954 -8.013 1.985
7 F -4.908 -8.796 1.520
8 F -5.807 -7.992 3.393
9 F -7.126 -8.766 1.767
10 C -4.860 -5.642 2.042
11 I -5.129 -3.482 1.637
12 C -3.365 -5.976 1.600
13 Cl -2.611 -6.951 2.985
14 O -3.182 -6.754 0.412
15 S -4.176 -6.318 -0.842
16 O -3.874 -4.948 -1.409
17 O -3.944 -7.283 -1.968
18 C -5.930 -6.400 -0.184
19 P -6.988 -7.598 -1.195
20 O -8.650 -7.553 -0.779
21 O -6.937 -6.986 -2.807
22 S -6.353 -9.413 -1.296
23 H -8.590 -2.058 4.815
24 H -6.972 -2.961 4.558
25 H -7.794 -2.131 3.143
26 H -9.505 -4.282 4.647
27 H -9.405 -3.932 2.799
28 H -8.317 -6.630 1.582
29 H -7.690 -4.974 1.184
30 H -4.870 -5.707 3.183
31 H -2.789 -4.988 1.572
32 H -6.345 -5.353 -0.418
33 H -8.892 -6.597 -0.856
34 H -6.683 -6.035 -2.768
35 C -3.076 -0.126 -3.664
36 C -2.149 0.964 -3.159
37 O -1.385 0.527 -2.045
38 P -0.155 -0.551 -2.313
39 O 0.827 0.422 -2.968
40 O 0.517 -0.537 -0.799
41 C 1.875 -0.162 -0.602
42 C 1.976 1.311 -0.256
43 O -1.180 -1.783 -1.702
44 C -1.087 -3.047 -2.367
45 C 0.315 -3.626 -2.305
46 H -2.502 -0.927 -4.143
47 H -3.777 0.270 -4.402
48 H -3.638 -0.576 -2.844
49 H -1.490 1.318 -3.956
50 H -2.745 1.817 -2.820
51 H 2.483 -0.415 -1.473
52 H 2.261 -0.755 0.233
53 H 1.458 1.937 -0.984
54 H 3.021 1.627 -0.207
55 H 1.506 1.508 0.711
56 H -1.408 -2.933 -3.407
57 H -1.788 -3.725 -1.876
58 H 1.023 -3.004 -2.866
59 H 0.335 -4.629 -2.735
60 H 0.671 -3.671 -1.274
61 C 0.817 9.728 1.431
62 C 0.142 9.299 0.142
63 O 0.572 8.011 -0.272
64 P 0.036 6.695 0.580
65 O -1.404 6.693 0.064
66 O 0.616 5.505 -0.414
67 C -0.257 4.551 -1.009
68 C -0.664 4.996 -2.402
69 O 1.577 6.629 1.334
70 C 1.569 6.272 2.718
71 C 0.949 4.907 2.955
72 H 0.448 9.135 2.275
73 H 0.614 10.779 1.646
74 H 1.898 9.578 1.377
75 H -0.946 9.320 0.245
76 H 0.412 9.996 -0.657
77 H -1.125 4.364 -0.374
78 H 0.289 3.608 -1.080
79 H -1.069 6.010 -2.404
80 H -1.413 4.320 -2.821
81 H 0.205 5.007 -3.066
82 H 1.034 7.039 3.287
83 H 2.607 6.269 3.058
84 H -0.117 4.908 2.699
85 H 1.042 4.619 4.004
86 H 1.429 4.149 2.332
87 C 9.718 -0.860 0.984
88 C 8.436 -0.278 1.550
89 O 8.322 1.110 1.270
90 P 7.979 1.570 -0.284
91 O 6.507 1.155 -0.297
92 O 7.738 3.187 -0.014
93 C 6.500 3.808 -0.339
94 C 5.589 3.851 0.873
95 O 9.635 1.984 -0.465
96 C 10.205 1.688 -1.742
97 C 9.488 2.405 -2.871
98 H 9.673 -0.900 -0.110
99 H 9.878 -1.876 1.350
100 H 10.580 -0.244 1.251
101 H 7.562 -0.813 1.170
102 H 8.441 -0.383 2.638
103 H 6.023 3.311 -1.187
104 H 6.722 4.830 -0.658
105 H 5.468 2.865 1.328
106 H 4.601 4.232 0.600
107 H 6.012 4.499 1.644
108 H 10.188 0.606 -1.904
109 H 11.251 2.003 -1.711
110 H 8.458 2.043 -2.976
111 H 10.001 2.238 -3.820
112 H 9.434 3.478 -2.678

---

4.
Molecular formula: C26H58Br12N2O4PSSi
Method: DFT, ωB97M-V with the def2-TZVPD basis set

Frontier orbital gap = 8.59 eV
Total charge = +1

Positions of all 105 atoms, in Å:
1 C 6.165 2.503 0.064
2 C 6.939 1.168 -0.158
3 O 8.118 1.280 -0.934
4 C 6.061 0.092 -0.895
5 O 4.661 0.286 -0.575
6 N 3.923 -0.862 -0.924
7 C 3.752 -1.705 0.318
8 C 2.275 -1.820 0.832
9 P 1.878 -0.401 2.031
10 S 3.343 0.080 3.216
11 N 1.323 -2.034 -0.239
12 C -0.084 -1.978 0.046
13 C -0.801 -0.601 -0.034
14 O -0.209 0.329 -0.945
15 Si -0.835 1.923 -0.771
16 C 0.211 3.032 0.388
17 C -0.689 2.735 -2.509
18 C -2.670 1.999 -0.301
19 C 1.766 -1.806 -1.589
20 C 2.651 -0.497 -1.598
21 C 2.818 0.140 -3.006
22 C 3.751 -0.634 -3.984
23 O 3.883 0.130 -5.189
24 H 6.923 3.303 0.181
25 H 5.584 2.393 1.003
26 H 5.458 2.733 -0.751
27 H 7.216 0.711 0.817
28 H 8.555 2.078 -0.627
29 H 6.188 0.196 -1.996
30 H 6.433 -0.897 -0.545
31 H 4.542 -1.389 -1.557
32 H 4.090 -2.734 0.067
33 H 4.452 -1.328 1.082
34 H 2.272 -2.745 1.478
35 H 1.287 0.708 1.335
36 H 0.816 -0.913 2.845
37 H -0.267 -2.389 1.066
38 H -0.620 -2.682 -0.633
39 H -1.879 -0.729 -0.290
40 H -0.797 -0.134 0.987
41 H -0.081 4.084 0.171
42 H 1.298 2.979 0.156
43 H 0.027 2.843 1.464
44 H 0.121 2.246 -3.093
45 H -0.441 3.812 -2.398
46 H -1.663 2.628 -3.025
47 H -2.855 1.364 0.583
48 H -2.912 3.062 -0.094
49 H -3.264 1.703 -1.192
50 H 2.427 -2.656 -1.901
51 H 0.961 -1.662 -2.329
52 H 2.178 0.275 -0.954
53 H 3.097 1.212 -2.949
54 H 1.801 0.130 -3.465
55 H 4.781 -0.711 -3.570
56 H 3.406 -1.656 -4.234
57 H 3.082 0.657 -5.232
58 Br 1.306 -3.674 3.445
59 C 1.259 -3.390 5.373
60 C -0.071 -2.831 5.806
61 Br -0.194 -0.940 5.357
62 H 2.098 -2.745 5.618
63 H 1.424 -4.372 5.811
64 H -0.177 -2.882 6.888
65 H -0.918 -3.327 5.339
66 Br -8.844 2.091 -0.208
67 C -7.032 2.102 -0.921
68 C -6.452 0.712 -0.970
69 Br -5.909 0.114 0.804
70 H -6.454 2.786 -0.304
71 H -7.123 2.513 -1.926
72 H -5.543 0.699 -1.570
73 H -7.148 -0.029 -1.356
74 Br -9.117 2.311 -4.469
75 C -10.698 1.173 -4.484
76 C -10.652 0.162 -3.368
77 Br -9.420 -1.292 -3.774
78 H -10.754 0.722 -5.471
79 H -11.540 1.851 -4.351
80 H -11.624 -0.312 -3.243
81 H -10.335 0.589 -2.420
82 Br -4.518 1.295 -5.240
83 C -2.703 1.306 -5.944
84 C -2.125 -0.084 -5.986
85 Br -1.595 -0.679 -4.208
86 H -2.127 1.991 -5.326
87 H -2.788 1.715 -6.950
88 H -1.212 -0.101 -6.580
89 H -2.819 -0.824 -6.373
90 Br 4.783 -2.665 5.798
91 C 5.226 -4.038 7.109
92 C 5.408 -5.382 6.453
93 Br 3.694 -6.184 5.986
94 H 4.438 -4.029 7.857
95 H 6.157 -3.705 7.564
96 H 5.871 -6.085 7.144
97 H 5.995 -5.335 5.541
98 Br -0.195 3.218 4.528
99 C -2.025 2.574 4.716
100 C -2.677 2.394 3.370
101 Br -3.194 4.104 2.595
102 H -2.545 3.281 5.355
103 H -1.943 1.617 5.230
104 H -3.604 1.830 3.465
105 H -2.031 1.904 2.646

---

One value per record, in order, for energy: -500780.815, -79526.806, -161127.123, -907578.388 eV.
One value per record, in order, for F_max: 6.1, 2.0, 9.1, 1.8 eV/A.
One value per record, in order, for E_LUMO: -0.62, 1.00, -1.27, -2.23 eV.